No. 1
The following is a DFT calculation (the ωB97M-V functional and the def2-TZVPD basis) of 2 unconnected molecules or ions with the total composition C9H19Br2NO7P.

HOMO energy in eV: -12.085
Gap between HOMO and LUMO in Ha: 0.33767
Energy in eV: -174832.81945
Strongest force on any atom in eV/Å: 0.7
Total charge: +1

Geometry as XYZ:
```
39
Properties=species:S:1:pos:R:3:forces:R:3
Br 5.201 -3.970 0.003 -0.039 -0.154 -0.024
Br 2.997 -1.970 -1.563 0.085 -0.077 -0.208
P 0.376 -1.165 1.257 -0.511 0.132 0.462
O 0.648 -2.725 1.271 0.080 0.140 -0.288
O 4.124 1.570 1.235 -0.033 0.048 0.037
O 2.455 0.239 0.473 0.158 -0.273 0.214
O 0.089 -0.717 -0.257 -0.202 -0.061 -0.400
O -4.446 2.287 -1.725 -0.014 -0.092 -0.014
O 4.531 0.038 -0.343 0.042 0.126 -0.138
O -0.746 -0.760 2.104 0.161 -0.060 -0.175
N -2.001 1.613 -0.961 0.221 -0.082 0.078
C 6.391 -1.536 0.996 -0.182 -0.039 -0.062
C -3.455 -0.161 -0.065 0.130 -0.080 -0.099
C 1.942 -0.336 1.695 -0.038 0.414 -0.232
C 5.268 -2.110 0.164 0.167 0.196 0.130
C -3.105 1.312 0.030 -0.127 -0.104 0.082
C 3.729 0.695 0.548 0.025 -0.128 -0.039
C -4.228 2.282 -0.332 0.077 0.118 -0.030
C -5.509 1.462 -2.214 -0.026 0.045 -0.039
C 4.382 -1.328 -0.441 -0.068 -0.048 0.059
H -2.710 1.532 1.022 0.013 0.042 -0.010
H 1.316 -3.051 0.648 -0.007 -0.024 0.087
H 0.714 -1.038 -0.928 0.173 0.098 0.173
H 6.972 -2.338 1.446 -0.014 0.085 -0.011
H -6.282 1.336 -1.455 -0.007 0.007 -0.001
H -2.665 -0.772 0.373 -0.027 0.046 0.026
H -4.373 -0.357 0.485 -0.003 0.017 0.011
H -5.142 0.483 -2.525 -0.006 -0.017 0.047
H -5.134 2.039 0.228 0.020 -0.063 0.010
H -2.433 1.675 -1.892 -0.077 -0.052 0.049
H 7.044 -0.923 0.369 -0.049 -0.043 0.072
H -5.937 1.967 -3.076 0.007 0.009 0.000
H -1.563 2.517 -0.776 0.033 -0.039 0.048
H -3.601 -0.477 -1.100 -0.084 0.039 0.001
H -3.932 3.298 -0.057 -0.029 0.006 -0.004
H 2.665 -1.048 2.101 -0.096 0.064 0.116
H 1.708 0.452 2.415 0.120 -0.134 0.050
H -1.278 0.884 -0.941 0.026 -0.022 0.088
H 5.988 -0.900 1.789 0.104 -0.036 -0.066
```
Positions in Å, forces in eV/Å.

***

No. 2
The following is a DFT calculation (the ωB97M-V functional and the def2-TZVPD basis) of 2 unconnected molecules or ions with the total composition CH3Cl3O.

HOMO energy in eV: -11.394
Gap between HOMO and LUMO in Ha: 0.42209
Energy in eV: -40699.91435
Structure (SMILES): ClC(Cl)Cl.O
Strongest force on any atom in eV/Å: 1.8
ΔE to the lowest compared entry with this formula, charge and spin in kcal/mol: 5.0

Geometry as XYZ:
```
8
Properties=species:S:1:pos:R:3:forces:R:3
Cl -2.967 -0.101 -0.011 0.026 -0.479 0.261
Cl -1.615 -0.204 -2.639 0.405 0.386 1.757
Cl 0.000 0.000 0.000 -1.355 0.441 -0.957
O -2.392 0.008 -7.075 0.849 -0.279 0.859
C -1.540 0.426 -0.859 -0.158 0.377 -1.274
H -1.735 1.510 -0.988 1.078 -0.725 0.202
H -1.887 0.630 -6.504 -0.525 -0.703 -0.593
H -2.072 -0.885 -6.814 -0.321 0.981 -0.255
```
Positions in Å, forces in eV/Å.

***

No. 3
The following is a DFT calculation (the ωB97M-V functional and the def2-TZVPD basis) of a single C6H11Cl molecule.

HOMO energy in eV: -9.101
Gap between HOMO and LUMO in Ha: 0.37056
Energy in eV: -18922.56085
Structure (SMILES): C/C=C(/C)CCCl
Strongest force on any atom in eV/Å: 1.6
ΔE to the lowest compared entry with this formula, charge and spin in kcal/mol: 0.0

Geometry as XYZ:
```
18
Properties=species:S:1:pos:R:3:forces:R:3
Cl 1.660 1.904 0.967 0.043 -0.016 0.145
C -0.203 -1.213 0.761 0.140 -0.312 0.498
C -0.147 -0.507 -0.359 -0.190 0.456 -0.506
C -0.590 -0.759 2.140 0.047 1.530 -0.259
C -0.512 0.971 -0.452 0.889 -0.439 0.864
C 0.702 1.894 -0.536 0.156 -0.215 -0.703
C 0.291 -1.133 -1.665 -1.459 -0.545 -0.155
H 1.386 1.555 -1.342 -0.403 0.395 0.477
H -0.912 0.323 2.185 0.318 -1.188 -0.105
H 0.256 -0.850 2.826 -0.009 -0.065 -0.035
H 1.142 -0.653 -2.072 1.015 0.618 -0.402
H -1.071 1.137 -1.343 -0.596 0.115 -0.885
H 0.536 -2.190 -1.560 -0.003 0.019 0.164
H 0.383 2.927 -0.715 0.183 -0.281 -0.027
H -1.125 1.299 0.381 -0.121 -0.069 0.117
H -0.499 -1.073 -2.459 0.452 0.069 0.720
H -1.392 -1.368 2.521 -0.376 -0.282 0.232
H 0.096 -2.265 0.722 -0.087 0.210 -0.141
```
Positions in Å, forces in eV/Å.

***

No. 4
The following is a DFT calculation (the ωB97M-V functional and the def2-TZVPD basis) of a molecular structure, C38H46F4N9O6S3SiW.

HOMO energy (alpha / beta) in eV: -9.827 / -9.811
Gap between HOMO and LUMO (alpha / beta) in Ha: 0.16623 / 0.16561
Energy in eV: -118915.48602
Strongest force on any atom in eV/Å: 1.4
ΔE to the lowest compared entry with this formula, charge and spin in kcal/mol: 15.0
Total charge: +1

Geometry as XYZ:
```
108
Properties=species:S:1:pos:R:3:forces:R:3
W 1.782 1.641 -0.616 0.971 -0.867 0.418
S 1.420 -1.401 0.559 -0.494 0.176 -0.326
S -1.039 1.357 -0.703 0.076 0.257 0.284
S 3.686 1.980 1.947 -0.367 -0.214 0.091
Si -3.616 2.541 1.636 -0.010 -0.031 0.007
F -3.545 -5.917 -3.703 -0.008 0.065 0.032
F -3.686 -3.551 -2.540 -0.022 -0.082 -0.042
F 1.146 -5.351 -4.214 0.022 0.042 0.050
F 1.000 -2.992 -3.103 0.031 -0.081 0.084
O 0.804 -0.542 1.744 0.446 -0.221 0.278
O 2.401 1.375 1.045 0.316 0.313 0.081
O 2.759 2.958 -0.971 -0.250 0.299 -0.257
O 0.881 -2.718 0.595 0.205 -0.086 -0.089
O 3.338 0.379 -1.061 -0.120 0.274 -0.027
O 1.117 -0.598 -0.640 -0.522 -0.072 -0.026
N -0.598 -0.900 1.973 -0.007 -0.049 -0.126
N 0.097 -1.571 4.172 0.099 -0.189 -0.046
N -3.045 -8.696 -4.800 0.020 0.016 -0.024
N 1.541 1.555 -3.110 -0.007 -0.290 -0.130
N 0.070 4.105 -2.113 -0.090 0.114 0.015
N -3.147 -1.724 -0.134 0.019 0.131 0.047
N 0.467 2.903 0.627 -0.102 0.450 -0.148
N 0.136 -0.465 -3.238 0.138 0.005 -0.018
N 1.080 -8.128 -5.390 -0.028 0.013 -0.017
C -0.809 2.503 0.646 -0.071 0.094 0.126
C 5.139 -2.298 1.569 -0.005 -0.001 0.002
C 0.418 -3.880 5.011 0.023 0.005 0.003
C -4.241 1.757 0.063 0.046 -0.035 0.030
C -2.422 -1.809 -1.022 -0.199 -0.147 -0.026
C 5.876 -1.490 0.698 0.051 -0.008 0.015
C 2.752 0.849 -3.622 -0.005 0.103 0.016
C -2.158 -2.001 3.275 0.030 -0.006 0.031
C 0.921 3.787 1.523 -0.077 -0.009 0.034
C -0.131 -3.692 -3.271 -0.122 0.217 -0.227
C -4.447 4.202 1.855 0.022 -0.011 -0.005
C -2.207 -7.921 -4.675 -0.042 -0.018 0.043
C 3.769 -2.232 1.536 -0.032 -0.004 -0.064
C -1.357 -3.154 -2.733 -0.020 -0.120 0.015
C -0.756 -1.467 3.142 -0.156 0.252 -0.012
C -2.507 -4.016 -2.926 0.059 0.007 0.244
C 3.134 -1.344 0.657 0.031 0.118 0.196
C 3.863 -0.495 -0.210 0.042 -0.162 -0.030
C -1.094 -7.028 -4.536 -0.011 -0.004 -0.028
C 0.133 -7.602 -5.007 0.058 -0.005 0.016
C -3.861 1.436 3.122 0.000 -0.006 -0.022
C -1.354 4.431 -2.006 0.024 -0.010 -0.013
C -2.438 -5.216 -3.523 -0.011 -0.086 -0.033
C -1.229 3.793 2.552 -0.059 0.005 -0.018
C -1.449 -1.948 -2.066 0.566 0.031 -0.009
C -0.040 -4.906 -3.835 -0.020 -0.062 -0.056
C 0.379 0.874 -3.738 0.064 -0.004 0.021
C 0.081 4.239 2.523 0.084 0.014 -0.010
C 1.619 2.933 -3.698 -0.031 -0.033 0.013
C -1.744 2.926 1.577 0.034 0.160 -0.015
C 1.336 -0.785 4.340 0.006 0.073 -0.039
C 0.847 5.240 -1.610 0.041 -0.051 0.011
C -0.196 -2.511 5.264 0.020 0.020 0.002
C 1.045 0.697 4.517 -0.009 -0.005 0.039
C 5.261 -0.625 -0.174 -0.052 0.018 -0.035
C -0.837 -0.674 -2.408 -0.475 -0.171 -0.315
C -1.189 -5.781 -4.000 0.010 0.064 0.002
C 0.411 3.833 -3.502 0.046 -0.080 -0.013
H 0.580 0.784 -4.811 -0.048 0.127 -0.026
H -1.877 4.147 3.346 -0.011 0.013 -0.020
H -3.764 1.993 4.056 0.026 -0.005 -0.001
H -5.523 4.069 1.989 0.000 -0.020 -0.003
H 1.759 2.822 -4.780 0.055 0.002 0.004
H -2.715 -1.735 2.382 -0.028 -0.011 -0.043
H 1.953 1.218 4.821 0.004 0.005 -0.052
H 5.639 -2.979 2.242 -0.004 0.001 0.003
H 2.750 -0.187 -3.299 0.018 0.001 0.023
H 1.954 4.091 1.430 0.017 -0.037 0.022
H -4.078 4.759 2.717 -0.003 -0.009 0.006
H -1.961 3.592 -2.347 -0.002 -0.002 -0.003
H 3.165 -2.887 2.152 -0.012 0.028 0.035
H -4.303 4.824 0.968 0.001 0.006 0.007
H -1.603 4.640 -0.965 -0.008 -0.012 0.014
H -3.115 0.639 3.120 -0.009 0.000 -0.014
H 3.645 1.316 -3.221 0.003 0.016 -0.020
H -1.619 5.315 -2.602 0.003 0.010 0.002
H 2.522 3.386 -3.295 -0.028 0.040 0.025
H 0.716 6.121 -2.252 -0.027 0.016 0.016
H 2.761 0.907 -4.714 0.010 -0.020 -0.007
H -1.269 -2.590 5.410 0.005 -0.015 -0.028
H -3.826 2.232 -0.828 -0.047 0.032 0.000
H 0.509 5.498 -0.607 0.016 -0.015 0.018
H -2.654 -1.598 4.158 0.002 -0.003 -0.010
H 1.905 4.995 -1.559 0.004 0.003 -0.037
H -5.326 1.886 0.031 -0.003 -0.017 0.014
H -0.526 1.453 -3.593 -0.018 -0.061 0.156
H 2.023 -0.927 3.513 0.056 -0.051 0.055
H -2.140 -3.089 3.351 0.004 0.002 -0.003
H 0.207 -2.073 6.177 -0.037 -0.013 0.023
H 5.835 0.012 -0.833 -0.001 0.010 0.008
H 6.957 -1.538 0.715 -0.004 -0.010 -0.018
H 0.637 4.763 -4.045 -0.045 0.014 -0.007
H 0.458 4.926 3.267 -0.004 0.006 -0.004
H 0.708 1.143 3.581 -0.020 -0.003 0.000
H 1.508 -3.828 5.018 0.000 0.012 -0.021
H 0.778 -1.180 -3.562 0.006 -0.046 0.026
H -4.032 0.688 0.009 0.019 0.019 -0.002
H -4.848 0.971 3.111 -0.013 0.027 -0.001
H 0.277 0.854 5.277 0.016 -0.012 0.027
H 0.106 -4.266 4.039 -0.027 -0.016 0.012
H 1.825 -1.189 5.225 -0.041 0.037 0.044
H -1.211 0.324 0.157 -0.038 -0.142 -0.227
H 0.110 -4.589 5.780 0.013 0.009 0.014
H -0.465 3.414 -3.999 0.023 -0.041 -0.006
```
Positions in Å, forces in eV/Å.